1.
ORCA calculation (ωB97M-V/def2-TZVPD) on a molecular structure, H10LiO5.

```
16
Properties=species:S:1:pos:R:3:nbo_charge:R:1
Li -0.0834 -0.1791 0.0314 0.8971
O 1.7973 0.7848 -0.2412 -0.9648
H 2.0167 1.5522 0.1812 0.4954
H 2.4449 0.4069 -0.7339 0.4931
O -0.9220 1.4946 -1.1090 -0.9748
H -0.1869 2.1198 -1.1914 0.4854
H -1.5389 2.0698 -1.6418 0.5056
O 0.7187 -1.8573 1.3025 -1.0110
H 1.5541 -2.3068 1.6398 0.5263
H -0.1520 -2.3565 1.3652 0.5008
O -0.9325 -1.5114 -1.2846 -0.9799
H -0.7905 -2.4199 -1.0689 0.4935
H -0.5046 -1.3188 -2.2109 0.5110
O -0.8356 0.9858 1.6258 -0.9316
H -1.2012 1.6824 1.1005 0.4888
H -1.3842 0.8536 2.2352 0.4649
```

Its charge is +1. The max |F| comes out at 0.2140 hartree/bohr. The calculation puts the energy at -389.55985 hartree. The spin multiplicity is 1. The HOMO energy is -15.65 eV. The value obtained for the HOMO-LUMO gap is 0.4530 Eh.

---

2.
ORCA calculation (ωB97M-V/def2-TZVPD) on a molecular structure, H10LiO5.

```
16
Properties=species:S:1:pos:R:3:nbo_charge:R:1
Li 13.9171 2.5228 16.4995 0.8010
O 13.4215 1.0892 15.7774 -0.9473
H 12.5785 0.6395 15.7194 0.4934
H 13.8886 0.8267 14.9843 0.4867
O 14.2425 3.8614 17.1433 -0.9510
H 13.7480 4.6594 17.3300 0.4942
H 15.1500 4.1549 17.0617 0.4966
O 13.7196 3.1236 15.1564 -0.9482
H 14.1567 3.8238 14.6718 0.4933
H 13.2951 2.5936 14.4817 0.4895
O 15.2981 2.0930 16.5893 -0.9628
H 15.5928 1.9491 17.4885 0.5063
H 16.0894 1.9979 16.0592 0.5038
O 13.0292 2.0174 17.6271 -0.9519
H 12.3220 2.3794 18.1610 0.5008
H 12.8966 1.0701 17.6637 0.4958
```

Its charge is +1. The max |F| comes out at 0.1675 hartree/bohr. The calculation puts the energy at -389.37920 hartree. The spin multiplicity is 1. The HOMO energy is -15.61 eV. The value obtained for the HOMO-LUMO gap is 0.4465 Eh.

---

3.
ORCA calculation (ωB97M-V/def2-TZVPD) on 3 unconnected molecules or ions with the total composition H10N3.

```
13
Properties=species:S:1:pos:R:3:nbo_charge:R:1
N -0.4609 -0.8641 1.1247 -0.9695
H 0.2990 -0.9253 0.2361 0.4652
H -0.2309 0.0450 1.6077 0.4691
H -1.4933 -0.7362 0.7473 0.4475
H -0.2668 -1.6754 1.7424 0.4289
N -0.0084 1.5766 0.3350 -1.1177
H 0.3200 1.5582 -0.6131 0.3621
H 0.8618 2.0678 0.6709 0.3850
H -0.7624 2.2626 0.4375 0.3921
N 0.3991 -0.8454 -1.3674 -1.0283
H -0.3913 -1.3587 -1.6710 0.4012
H 1.3231 -1.0975 -1.5264 0.4006
H 0.4110 -0.0076 -1.7237 0.3638
```

Its charge is +1. The max |F| comes out at 0.1233 hartree/bohr. The calculation puts the energy at -169.98722 hartree. The spin multiplicity is 1. The HOMO energy is -15.19 eV. The value obtained for the HOMO-LUMO gap is 0.4313 Eh.